Entry 1:
The molecule C3H2O3 in a non-equilibrium geometry, computed with ωB97M-V/def2-TZVPD.

```
8
C3H2O3 ωB97M-V/def2-TZVPD
C -1.044 0.007 0.161
C 0.341 0.791 0.559
C -0.770 1.580 -0.649
O -0.465 0.089 1.432
O -1.988 0.990 -0.085
O 0.027 2.083 0.494
H -0.874 -0.933 -0.390
H 1.284 0.460 0.240
```

Summary:
Net charge: 0
Highest occupied orbital energy (eV): -9.80
Spin multiplicity: 1

Atomic partial charges in e from the natural (NBO) method, atoms 1 to 6: 0.31, 0.37, 0.34, -0.44, -0.49, -0.51

***

Entry 2:
A structure of composition C5H9NO, computed with ωB97M-V/def2-TZVPD.

```
16
C5H9NO ωB97M-V/def2-TZVPD
C 0.935 -0.660 -1.208
C 0.016 -0.067 -0.326
C 0.393 1.161 0.355
C -1.486 -0.274 -0.417
O -1.642 -0.518 1.004
C -0.308 -0.468 1.275
N 0.355 -0.873 2.256
H 1.990 -0.636 -0.944
H 0.625 -1.517 -1.801
H 1.152 1.015 -1.737
H 1.354 1.203 0.857
H 1.059 1.689 -1.213
H -0.363 1.871 0.683
H -1.762 -1.163 -0.989
H -2.079 0.591 -0.726
H -0.240 -1.352 2.932
```

Summary:
Net charge: 0
Highest occupied orbital energy (alpha / beta) (eV): -8.13 / -8.13
Spin multiplicity: 1

Atomic partial charges in e from the natural (NBO) method, atoms 1 to 6: -0.49, -0.20, -0.37, -0.06, -0.50, 0.63

***

Entry 3:
The molecule C3H5NO, computed with ωB97M-V/def2-TZVPD.

```
10
C3H5NO ωB97M-V/def2-TZVPD
O 0.172 0.751 0.894
C -0.197 2.004 0.861
C -0.520 -0.060 -0.059
C 0.332 -0.769 -1.023
N -0.356 -1.471 0.071
H 0.424 2.458 1.665
H -1.498 0.354 -0.276
H -0.038 -0.982 -2.022
H 1.402 -0.591 -0.942
H 0.279 -1.695 0.832
```

Summary:
Net charge: 0
Highest occupied orbital energy (eV): -8.96
Spin multiplicity: 1

Atomic partial charges in e from the natural (NBO) method, atoms 1 to 6: -0.48, 0.09, 0.20, -0.28, -0.59, 0.07

***

Entry 4:
A structure of composition C5H12NO2 in a non-equilibrium geometry, computed with ωB97M-V/def2-TZVPD.

```
20
C5H12NO2 ωB97M-V/def2-TZVPD
C 0.258 -0.435 -1.708
O -0.303 -0.870 -2.854
C -0.636 -0.637 -0.458
C 0.056 -0.229 0.822
C 0.329 1.261 1.197
C 1.055 1.474 2.369
N 2.353 0.963 2.689
H 0.365 0.685 -1.719
H 1.263 -0.848 -1.493
H -0.907 -1.692 -0.484
H -1.573 -0.077 -0.500
H -0.183 -0.826 1.699
H 1.147 -0.084 0.554
H -0.506 1.979 1.235
H 1.132 0.374 2.836
H 0.820 2.434 2.824
H 2.719 0.546 1.833
H -2.898 -1.733 -3.437
H -1.712 -1.099 -2.754
O -2.780 -1.186 -2.651
```

Summary:
Net charge: -1
Highest occupied orbital energy (eV): -3.33
Spin multiplicity: 1

Atomic partial charges in e from the natural (NBO) method, atoms 1 to 6: 0.00, -0.91, -0.44, -0.47, -0.18, -0.27

***

net charge of number 3 (C3H5NO)? 0